{"formula": "C36H25AsAuN3", "method": "ωB97M-V/def2-TZVPD", "e_above_lowest_kj_mol": 3.74, "e_tot_ha": -3922.59448, "homo_energy_ha": -0.2352, "orbital_gap_ev": 6.47, "largest_force_ev_per_a": 0.2, "species": ["Au", "C", "C", "N", "C", "C", "C", "C", "C", "C", "C", "N", "C", "C", "C", "C", "C", "C", "C", "C", "N", "C", "H", "H", "H", "H", "H", "H", "H", "H", "H", "H", "H", "H", "C", "C", "C", "C", "C", "C", "As", "C", "C", "C", "C", "C", "C", "C", "C", "C", "C", "C", "C", "H", "H", "H", "H", "H", "H", "H", "H", "H", "H", "H", "H", "H"], "positions_angstrom": [[-0.1937, -2.3937, -1.2519], [-4.3723, -0.9822, -1.0202], [-3.1249, -1.4305, -1.4748], [-2.1615, -1.8018, -0.6591], [-2.3424, -1.7524, 0.7043], [-3.5958, -1.3643, 1.2284], [-4.6030, -0.9650, 0.3226], [-3.8258, -1.3695, 2.6241], [-2.8216, -1.7599, 3.4628], [-1.5520, -2.1024, 2.9754], [-1.2436, -2.0769, 1.6190], [-0.0642, -2.3621, 1.0465], [1.2044, -2.2765, 1.4491], [1.6839, -1.8257, 2.6821], [3.0517, -1.7604, 2.9778], [4.0034, -2.1503, 2.0767], [3.5938, -2.5804, 0.7930], [4.5371, -2.9667, -0.1867], [4.1287, -3.3339, -1.4332], [2.7581, -3.2790, -1.7268], [1.8537, -2.9333, -0.8386], [2.2238, -2.6160, 0.4469], [-5.1218, -0.6745, -1.7355], [-2.9106, -1.4913, -2.5330], [-5.5585, -0.6423, 0.7192], [-4.7968, -1.0724, 2.9987], [-2.9961, -1.7939, 4.5315], [-0.7902, -2.4125, 3.6760], [0.9756, -1.5186, 3.4377], [3.3534, -1.4055, 3.9560], [5.0582, -2.1315, 2.3169], [5.5887, -2.9590, 0.0745], [4.8290, -3.6344, -2.1994], [2.3957, -3.5051, -2.7203], [4.0003, 3.7983, -0.1344], [4.1491, 2.4764, 0.2564], [3.1687, 1.5451, -0.0620], [2.0298, 1.9383, -0.7579], [1.8835, 3.2661, -1.1473], [2.8689, 4.1917, -0.8389], [0.6916, 0.5518, -1.0837], [-0.6403, 1.1377, 0.2023], [-0.5749, 1.0116, 1.5809], [-1.6394, 1.4464, 2.3570], [-2.7668, 1.9906, 1.7528], [-2.8363, 2.1146, 0.3741], [-1.7662, 1.6939, -0.4102], [-1.6758, 1.7945, -1.8787], [-2.6671, 2.2826, -2.7252], [-2.4430, 2.3365, -4.0922], [-1.2364, 1.9000, -4.6273], [-0.2498, 1.3959, -3.7911], [-0.4633, 1.3521, -2.4212], [4.7662, 4.5242, 0.1073], [5.0294, 2.1660, 0.8050], [3.2888, 0.5078, 0.2383], [0.9966, 3.5761, -1.6877], [2.7534, 5.2243, -1.1435], [0.2983, 0.5693, 2.0474], [-1.6000, 1.3441, 3.4338], [-3.5996, 2.3152, 2.3640], [-3.7190, 2.5434, -0.0850], [-3.6121, 2.6237, -2.3204], [-3.2140, 2.7215, -4.7474], [-1.0693, 1.9459, -5.6957], [0.6839, 1.0381, -4.2093]]}